The following is a quantum chemistry calculation of 6 unconnected molecules or ions with the total composition C37H42O21S, from the Open Molecules 2025 dataset.

For the maximum force, the calculation gives 0.14982 Eh/bohr. As for the charge: 0. As for the SMILES: CCCc1cc2c(c(S(C)(=O)=O)c1CCOC(C)=O)C(=O)c1ccccc1C2=O.O=C1OCCO1.O=C1OCCO1.O=C1OCCO1.O=C1OCCO1.O=C1OCCO1. The calculation puts the electronic energy at -3412.98215 Eh.

Each line ends with the Mulliken charge.
Atoms and positions in Å:
C 3.6387 -3.6782 0.7212  -0.936
C 4.9747 -2.7955 0.4671  -0.365
C 4.8150 -1.7447 -0.7354  -1.054
C 3.4530 -0.8677 -0.6453  0.458
C 2.3773 -1.2760 -1.7202  -1.259
C 1.0745 -0.4567 -1.7368  0.490
C 0.8346 0.7225 -0.7238  0.101
C 1.8841 1.1074 0.3835  0.482
S 1.4571 2.4761 1.5265  1.509
C 2.3251 2.4956 3.1469  -0.814
O 1.7254 3.7804 0.7742  -0.606
O -0.0281 2.5534 1.8876  -0.674
C 3.2310 0.2770 0.3946  0.870
C 4.4063 0.6120 1.4331  -0.479
C 5.2888 1.9050 0.9962  -0.689
O 4.5357 3.1399 1.0262  0.028
C 5.0918 4.1148 0.1581  0.557
C 4.1207 5.2110 -0.4662  -0.932
O 6.3232 4.1328 -0.0805  -0.574
C -0.5589 1.4789 -0.9470  -0.171
O -0.7236 2.7164 -0.9409  -0.484
C -1.8422 0.5549 -1.2666  0.343
C -3.2508 0.7952 -0.6708  -0.661
C -4.4072 -0.1665 -1.0962  -0.242
C -4.1115 -1.3264 -2.1114  -0.506
C -2.7112 -1.5941 -2.7060  -0.707
C -1.5712 -0.6255 -2.2709  0.294
C -0.0689 -0.8200 -2.8202  0.159
O 0.2104 -1.2462 -3.9668  -0.593
H 3.9143 -4.4745 1.4899  0.377
H 2.8307 -2.9798 1.1576  0.203
H 3.2594 -4.1608 -0.2406  0.219
H 5.7983 -3.5396 0.1378  0.377
H 5.3432 -2.3355 1.4522  0.235
H 4.9021 -2.2515 -1.7670  0.431
H 5.6661 -0.9782 -0.6154  0.233
H 2.5932 -2.1217 -2.4657  0.294
H 1.6228 2.9904 3.9206  0.499
H 3.2964 3.0851 3.1868  0.039
H 2.4317 1.4048 3.5162  0.392
H 5.1777 -0.2509 1.3931  -0.193
H 4.0820 0.6407 2.5247  0.210
H 6.3023 1.9446 1.5355  0.334
H 5.5515 1.7082 -0.1151  0.433
H 3.5486 5.6937 0.4125  0.224
H 4.7286 5.9964 -1.0217  0.324
H 3.3386 4.7136 -1.1447  0.236
H -3.4512 1.6632 0.0400  0.396
H -5.4783 -0.0605 -0.7279  0.401
H -4.9577 -2.0181 -2.4453  0.332
H -2.4423 -2.4277 -3.4374  0.318
C -3.5159 -4.7054 -5.6694  -0.278
C -4.0133 -3.8486 -6.7939  -0.276
O -5.3918 -3.6896 -6.4900  -0.325
C -5.5320 -3.8826 -5.1502  0.668
O -6.5351 -3.6584 -4.5365  -0.529
O -4.3838 -4.3627 -4.5968  -0.337
H -2.4771 -4.4932 -5.4114  0.262
H -3.6187 -5.7740 -5.8793  0.294
H -3.5389 -2.8630 -6.8110  0.247
H -3.8822 -4.3218 -7.7682  0.300
C 6.3557 4.5876 4.6893  -0.378
C 7.3272 3.7982 3.8658  -0.107
O 7.0217 2.4531 4.2128  -0.346
C 5.7367 2.4359 4.6585  0.774
O 5.1074 1.4333 4.8747  -0.552
O 5.2552 3.6977 4.8260  -0.333
H 6.0489 5.5129 4.1995  0.308
H 6.7444 4.8242 5.6840  0.296
H 7.1701 3.9308 2.7908  0.048
H 8.3650 4.0352 4.1039  0.355
C 2.3530 -0.1438 -6.1778  -0.081
C 3.4774 0.3582 -5.3249  -0.083
O 4.5142 -0.5805 -5.5776  -0.331
C 4.2602 -1.1416 -6.7929  0.620
O 5.0247 -1.8504 -7.3826  -0.540
O 3.0267 -0.7927 -7.2495  -0.350
H 1.7193 0.6628 -6.5496  0.332
H 1.7288 -0.8752 -5.6586  0.162
H 3.8197 1.3530 -5.6255  0.269
H 3.2196 0.3777 -4.2645  0.044
C -7.2087 1.2214 3.1470  -0.344
C -8.0701 1.0190 1.9388  -0.218
O -7.2725 0.1772 1.1145  -0.352
C -6.4057 -0.4800 1.9332  0.694
O -5.7057 -1.3886 1.5862  -0.552
O -6.4375 0.0272 3.1952  -0.355
H -7.7932 1.3429 4.0593  0.284
H -6.5322 2.0750 3.0414  0.302
H -9.0049 0.5018 2.1732  0.239
H -8.3016 1.9559 1.4301  0.308
C -8.1263 -3.0625 5.2108  -0.280
C -7.9657 -2.5397 6.6059  -0.343
O -8.2132 -1.1484 6.4564  -0.317
C -8.9711 -0.9945 5.3379  0.706
O -9.4967 0.0335 5.0131  -0.572
O -9.0567 -2.1552 4.6349  -0.301
H -8.5135 -4.0822 5.1892  0.303
H -7.1947 -3.0240 4.6388  0.234
H -8.7029 -2.9578 7.2976  0.271
H -6.9658 -2.7161 7.0048  0.298

Atoms 1-3, force components in eV/Å:
C 0.63 0.97 0.45
C -0.10 -1.33 -0.68
C -0.23 1.38 1.12